ORCA calculation (the ωB97M-V functional and the def2-TZVPD basis) on an isolated ion of composition C7H14NO4P2 and charge -1 at a distorted geometry.

```
! wB97M-V def2-TZVPD RIJCOSX def2/J DEFGRID3
* xyz -1 1
C 1.291 0.121 -0.029
C -3.330 1.673 -0.527
C 3.873 -1.306 2.043
C -0.115 -0.203 0.262
C -2.408 0.521 -0.146
C -0.950 0.813 -0.536
C 3.220 -0.113 -1.466
N 1.921 -0.501 -1.025
O 3.480 3.134 -0.018
O 1.712 1.291 0.382
O 5.515 -0.516 -0.192
O 3.438 -1.773 0.751
P 4.376 -1.387 -0.695
P 3.434 1.701 0.320
H -3.079 2.013 -1.565
H -3.263 2.469 0.205
H -4.399 1.406 -0.554
H 3.894 -2.210 2.755
H 2.988 -0.567 2.340
H 4.734 -0.764 1.902
H -0.414 -1.216 -0.175
H -0.520 -0.181 1.311
H -2.893 -0.477 -0.507
H -2.319 0.432 1.024
H -0.639 1.877 -0.292
H -0.650 0.681 -1.616
H 3.192 -0.075 -2.627
H 1.618 -1.375 -1.321
*
```

Computed properties:
- Energy: -1313.55981 Eh
- Molar mass: 238.14 g mol⁻¹

Löwdin atomic charge list, values in e, 2 entries: -0.435 -0.145

***

ORCA calculation (the ωB97M-V functional and the def2-TZVPD basis) on an isolated ion of composition C7H14NO5S2 and charge +1.

```
! wB97M-V def2-TZVPD RIJCOSX def2/J DEFGRID3
* xyz 1 1
O -2.316 1.400 -0.110
S -2.281 -0.032 -0.096
O -1.578 -0.684 0.970
O -3.746 -0.610 -0.209
C -1.615 -0.649 -1.639
C -0.938 0.445 -2.472
C 0.582 0.389 -2.350
N 0.991 0.532 -0.930
C 0.773 1.603 -0.234
S 1.205 1.610 1.383
C 1.892 -0.092 1.265
C 1.271 -0.998 2.365
O 0.413 -0.335 3.253
O 1.284 0.358 4.168
C 1.649 -0.555 -0.188
H -4.241 -0.440 0.609
H -0.917 -1.411 -1.301
H -2.399 -1.160 -2.194
H -1.240 0.360 -3.514
H -1.264 1.429 -2.133
H 1.048 1.199 -2.911
H 0.993 -0.549 -2.717
H 0.303 2.471 -0.681
H 2.961 0.018 1.424
H 2.076 -1.465 2.933
H 0.656 -1.777 1.914
H 0.787 1.176 4.314
H 1.050 -1.464 -0.243
H 2.598 -0.773 -0.680
*
```

Computed properties:
- Energy: -1502.11051 Eh
- Molar mass: 256.33 g mol⁻¹

Löwdin atomic charge list, values in e, 2 entries: -0.272 0.604

***

ORCA calculation (the ωB97M-V functional and the def2-TZVPD basis) on one molecule with the formula C7H14NP at a distorted geometry.

```
! wB97M-V def2-TZVPD RIJCOSX def2/J DEFGRID3
* xyz 0 1
C 2.129 2.374 0.162
C 1.200 1.936 -0.639
C -0.025 1.221 -0.148
N 0.053 -0.177 -0.686
C -1.062 -0.971 -0.580
C -2.118 -0.492 0.071
C -3.397 -1.307 0.238
P 1.425 -1.208 -1.073
C 2.010 -1.363 0.744
H 3.071 2.833 -0.022
H 2.094 2.164 1.198
H 1.449 1.969 -1.713
H -0.778 1.664 -0.743
H -0.198 1.354 0.915
H -1.190 -2.000 -1.064
H -2.161 0.488 0.534
H -3.979 -0.992 -0.578
H -3.223 -2.313 0.378
H -3.910 -1.056 1.148
H 2.336 -0.115 -1.372
H 1.362 -2.117 1.268
H 1.825 -0.446 1.340
H 3.090 -1.448 0.623
*
```

Computed properties:
- Energy: -671.11788 Eh
- Molar mass: 143.17 g mol⁻¹
- SMILES: C=CCN(/C=C/C)PC

Löwdin atomic charge list, values in e, 2 entries: -0.011 -0.222

***

ORCA calculation (the ωB97M-V functional and the def2-TZVPD basis) on C7H14NS as an isolated structure at a distorted geometry.

```
! wB97M-V def2-TZVPD RIJCOSX def2/J DEFGRID3
* xyz 1 1
C 0.083 -0.832 -0.740
C -1.527 -0.843 0.904
C -0.642 2.366 1.525
C 1.517 1.395 0.397
C 2.229 -3.348 -2.486
C -0.648 0.086 0.036
C 0.137 1.030 0.966
N 0.491 -1.662 -1.421
S 0.928 -3.618 -3.347
H -2.255 -1.583 0.458
H -1.991 -0.163 1.629
H -0.777 -1.516 1.301
H -0.429 2.490 2.540
H -1.672 2.263 1.363
H -0.382 3.316 0.942
H 1.338 1.774 -0.633
H 2.018 2.079 1.188
H 2.123 0.474 0.246
H 2.202 -2.842 -1.490
H 3.131 -3.752 -2.823
H -1.183 0.744 -0.687
H 0.389 0.418 1.865
H 0.364 -2.527 -2.260
*
```

Computed properties:
- Energy: -727.69861 Eh
- Molar mass: 144.26 g mol⁻¹

Löwdin atomic charge list, values in e, 2 entries: -0.047 -0.020

***

ORCA calculation (the ωB97M-V functional and the def2-TZVPD basis) on a 2-piece molecular cluster, C7H14O overall at a distorted geometry.

```
! wB97M-V def2-TZVPD RIJCOSX def2/J DEFGRID3
* xyz 0 1
C 0.137 -0.748 -0.178
C 1.068 -1.887 -0.133
C 2.088 -2.031 -1.033
C 3.162 -3.033 -0.910
H -0.901 -1.091 -0.165
H 0.271 0.005 0.626
H 0.325 -0.221 -1.152
H 0.949 -2.674 0.619
H 2.096 -1.310 -1.862
H 2.719 -3.975 -0.517
H 4.005 -2.734 -0.281
H 3.582 -3.243 -1.950
C -0.419 3.371 0.343
C -1.461 2.638 0.872
C -2.114 1.528 0.112
O -2.311 0.406 1.041
H 0.275 3.900 1.021
H -0.176 3.334 -0.747
H -1.718 2.740 1.946
H -3.142 1.845 -0.217
H -1.528 1.263 -0.799
H -3.041 -0.125 0.710
*
```

Computed properties:
- Energy: -350.26379 Eh
- Molar mass: 114.19 g mol⁻¹
- SMILES: C/C=C/C.C=CCO

Löwdin atomic charge list, values in e, 2 entries: -0.139 -0.180

***

ORCA calculation (the ωB97M-V functional and the def2-TZVPD basis) on one molecule with the formula C7H14O at a distorted geometry.

```
! wB97M-V def2-TZVPD RIJCOSX def2/J DEFGRID3
* xyz 0 1
C 2.825 -0.342 2.186
C 1.932 -0.772 1.291
C 1.394 0.177 0.061
C 0.020 0.635 0.390
C -1.100 -0.102 -0.628
C -2.450 0.565 -0.359
C -0.767 -0.010 -2.112
O -1.193 -1.480 -0.293
H 3.368 -1.036 2.824
H 3.076 0.713 2.273
H 1.585 -1.804 1.303
H 2.068 1.038 0.018
H 1.573 -0.375 -0.861
H -0.063 1.715 0.236
H -0.315 0.433 1.412
H -3.253 0.081 -0.929
H -2.727 0.492 0.698
H -2.430 1.625 -0.632
H -1.606 -0.364 -2.725
H -0.533 1.017 -2.408
H 0.072 -0.660 -2.378
H -1.478 -1.548 0.633
*
```

Computed properties:
- Energy: -350.30484 Eh
- Molar mass: 114.19 g mol⁻¹
- SMILES: C=CCCC(C)(C)O

Löwdin atomic charge list, values in e, 2 entries: -0.031 -0.142

***

ORCA calculation (the ωB97M-V functional and the def2-TZVPD basis) on one molecule with the formula C7H14O at a distorted geometry.

```
! wB97M-V def2-TZVPD RIJCOSX def2/J DEFGRID3
* xyz 0 1
C 0.925 -0.325 0.149
C 0.902 0.907 -0.666
C -0.201 0.472 -1.602
C 0.567 -1.730 -0.151
C -1.693 0.720 0.997
C 1.747 -0.188 1.393
C -1.781 0.306 -0.697
O -2.746 0.843 -1.291
H 0.665 1.828 -0.139
H 1.858 1.084 -1.176
H -1.902 -0.802 -0.513
H 0.138 -0.177 -2.412
H -0.523 1.281 -2.256
H 0.661 -2.420 0.686
H 1.131 -2.097 -1.014
H -0.488 -1.833 -0.453
H 1.755 0.826 1.794
H -2.744 0.966 1.107
H -1.128 1.634 1.175
H -1.330 -0.018 1.711
H 1.398 -0.831 2.202
H 2.789 -0.447 1.160
*
```

Computed properties:
- Energy: -350.11674 Eh
- Molar mass: 114.19 g mol⁻¹

Löwdin atomic charge list, values in e, 2 entries: -0.227 -0.190

***

ORCA calculation (the ωB97M-V functional and the def2-TZVPD basis) on C7H14O2 as an isolated structure at a distorted geometry.

```
! wB97M-V def2-TZVPD RIJCOSX def2/J DEFGRID3
* xyz 0 1
C -0.436 0.351 -0.291
C -0.004 -0.603 0.725
C -1.587 -0.346 -0.975
C -2.001 -0.781 0.410
C 2.207 1.091 -0.859
C -0.661 1.805 0.053
C 0.502 -1.996 0.456
O 1.111 0.302 -1.210
O 0.495 -0.045 1.877
H 1.344 -0.453 2.098
H -1.294 -1.153 -1.646
H -2.264 0.334 -1.492
H -2.176 -1.836 0.589
H -2.644 -0.124 0.987
H 1.966 2.159 -0.732
H 2.979 1.047 -1.643
H 2.680 0.755 0.080
H -0.595 2.389 -0.867
H 0.086 2.169 0.757
H -1.642 1.973 0.506
H 1.591 -1.969 0.380
H 0.231 -2.670 1.274
H 0.111 -2.398 -0.477
*
```

Computed properties:
- Energy: -425.45963 Eh
- Molar mass: 130.19 g mol⁻¹

Löwdin atomic charge list, values in e, 2 entries: -0.338 -0.373

***

ORCA calculation (the ωB97M-V functional and the def2-TZVPD basis) on C7H14O5Si as an isolated structure at a distorted geometry.

```
! wB97M-V def2-TZVPD RIJCOSX def2/J DEFGRID3
* xyz 0 1
O -2.157 -1.481 -1.851
O -0.927 0.224 -0.911
O 1.687 -1.208 1.831
O 1.949 0.992 0.611
O -0.076 0.787 2.295
C -1.849 -0.312 -1.742
C -2.895 0.507 -3.842
C -2.447 0.747 -2.590
C 2.905 -1.650 1.437
C 1.417 1.989 -0.256
C -0.632 -0.094 3.225
C -0.217 -0.794 -0.329
Si 0.834 0.001 1.174
H -2.786 -0.465 -4.303
H -3.177 1.356 -4.477
H -2.524 1.708 -2.214
H 3.022 -2.745 1.472
H 3.751 -1.219 2.061
H 3.024 -1.324 0.375
H 0.988 1.515 -1.093
H 0.665 2.599 0.212
H 2.213 2.662 -0.560
H -1.572 -0.421 2.794
H -0.736 0.407 4.181
H 0.055 -1.005 3.342
H -0.975 -1.442 0.155
H 0.460 -1.335 -0.996
*
```

Computed properties:
- Energy: -940.87122 Eh
- Molar mass: 206.27 g mol⁻¹

Löwdin atomic charge list, values in e, 2 entries: 0.111 -0.065

***

ORCA calculation (the ωB97M-V functional and the def2-TZVPD basis) on C7H14OPSZn as an isolated structure at a distorted geometry.

```
! wB97M-V def2-TZVPD RIJCOSX def2/J DEFGRID3
* xyz -1 1
C 0.515 0.715 -1.805
C 0.119 -0.005 -2.872
C -0.273 -1.366 -2.916
C -0.327 -2.361 -1.908
C -0.008 -2.230 -0.618
Zn -0.282 -0.417 -0.605
P 0.126 2.440 0.432
H 0.934 1.717 -1.897
H 0.095 0.471 -3.863
H -0.553 -1.706 -3.888
H 0.061 -3.014 0.133
H -0.646 -3.339 -2.325
H -0.968 2.837 1.254
H 0.207 3.670 -0.282
H 1.176 2.735 1.351
C -0.357 0.871 3.906
S 0.624 -0.247 2.895
C 0.420 -1.706 3.926
O -0.229 -0.478 1.650
H 0.018 0.819 4.932
H -1.400 0.546 3.853
H -0.241 1.885 3.519
H -0.637 -1.985 3.941
H 1.032 -2.503 3.499
H 0.781 -1.465 4.930
*
```

Computed properties:
- Energy: -2868.98110 Eh
- Molar mass: 242.62 g mol⁻¹

Löwdin atomic charge list, values in e, 2 entries: -0.371 -0.390

***

ORCA calculation (the ωB97M-V functional and the def2-TZVPD basis) on a 2-piece molecular cluster, C7H14OS overall at a distorted geometry.

```
! wB97M-V def2-TZVPD RIJCOSX def2/J DEFGRID3
* xyz 0 1
C -3.299 -1.263 -1.582
C -0.383 1.743 -0.711
C -1.777 1.829 -0.100
C -0.098 0.294 -0.335
C 0.918 -1.575 0.924
C 2.424 0.184 0.017
C 0.997 -0.076 0.621
O -1.592 -0.022 1.974
S -1.814 0.045 0.477
H -4.234 -1.154 -1.297
H -3.119 -2.344 -1.602
H -0.436 1.980 -1.724
H 0.481 2.426 -0.211
H -1.808 2.395 0.771
H -2.472 2.102 -0.826
H -0.133 -0.464 -1.054
H 0.064 -2.093 0.428
H 0.597 -1.572 2.009
H 1.766 -2.094 0.450
H 3.359 0.032 0.751
H 2.365 1.132 -0.340
H 2.532 -0.359 -0.885
H 0.869 0.431 1.582
*
```

Computed properties:
- Energy: -748.26515 Eh
- Molar mass: 146.26 g mol⁻¹

Löwdin atomic charge list, values in e, 2 entries: 0.141 -0.196

***

ORCA calculation (the ωB97M-V functional and the def2-TZVPD basis) on one molecule with the formula C7H14OSi at a distorted geometry.

```
! wB97M-V def2-TZVPD RIJCOSX def2/J DEFGRID3
* xyz 0 1
C 1.875 0.638 0.163
C 2.928 1.392 0.336
C -0.580 1.298 -1.328
C 1.372 -0.643 0.561
C 1.572 -1.636 -0.619
C -2.207 1.190 1.521
C -2.092 -1.335 -0.621
O 0.039 -0.466 1.022
Si -1.079 0.175 0.079
H 3.665 0.878 0.855
H 2.852 2.375 -0.139
H -0.836 2.289 -1.205
H 0.056 1.043 -2.131
H 1.909 -0.988 1.429
H 1.192 -1.242 -1.625
H 1.194 -2.619 -0.545
H 2.659 -1.550 -0.683
H -2.257 2.299 1.322
H -3.185 0.927 1.402
H -1.807 0.962 2.517
H -2.353 -2.138 -0.020
H -3.172 -1.047 -0.794
H -1.744 -1.803 -1.497
*
```

Computed properties:
- Energy: -639.69082 Eh
- Molar mass: 142.27 g mol⁻¹

Löwdin atomic charge list, values in e, 2 entries: -0.049 0.026